<i>
This record from OMol25 describes a cluster of 5 separate species, C3H16O5 in total. The level of theory is wB97M-V/def2-TZVPD.

Values from the calculation:
SMILES = CCCO.O.O.O.O
net charge = 0
spin multiplicity = 1
LUMO = 0.2 eV

Element x y z (Å)
C 0.4231 -0.4641 0.7340
O 0.8506 -1.7212 0.1120
C 0.7537 0.7218 -0.2478
C 2.1420 1.3849 -0.0487
H -0.6797 -0.5365 0.5405
H 0.7496 -0.1486 1.7267
H 1.2290 -2.3061 0.7776
H 0.4176 0.5667 -1.2735
H 0.0218 1.4376 0.2133
H 2.8044 1.0782 -0.8916
H 2.0189 2.4297 -0.0867
H 2.7537 0.9856 0.7409
H 2.3190 -0.9639 -0.8486
H 2.4576 -1.9695 -2.0203
O 2.9449 -1.3301 -1.4990
H -2.0353 -0.9564 3.3273
H -2.6855 -1.5548 2.0089
O -1.8682 -1.3815 2.4840
H -1.3109 0.1646 -2.1395
H -2.3551 1.3145 -2.0566
O -2.0789 0.5511 -2.5902
H -2.4910 0.7417 0.9717
H -3.2790 0.7094 -0.3569
O -3.1024 1.2469 0.4225



<ii>
This record from OMol25 describes a cluster of 5 separate species, C3H16O5 in total. The level of theory is wB97M-V/def2-TZVPD.

Values from the calculation:
SMILES = CCCO.O.O.O.O
net charge = 0
spin multiplicity = 1
LUMO = 0.4 eV

Element x y z (Å)
C -0.6794 1.8628 1.3491
O -0.6104 2.0502 -0.0468
C 0.1680 0.6236 1.6103
C -0.0995 -0.2682 2.8581
H -0.4892 2.6431 2.1017
H -1.7369 1.5822 1.4685
H -1.3222 2.6296 -0.3411
H -0.0643 -0.0856 0.8315
H 1.2656 0.8664 1.4829
H -0.3205 -1.3108 2.5574
H 0.8628 -0.5125 3.3797
H -0.9256 0.1431 3.4926
H -2.7474 -1.1663 -0.8575
H -1.9269 -2.3747 -1.3022
O -2.7527 -2.1203 -0.8473
H -0.1509 -2.8548 -0.9363
H 0.4598 -2.2864 -2.2940
O -0.3143 -2.6952 -1.8552
H 2.2286 -0.4989 -2.8010
H 1.5003 0.0707 -1.6270
O 1.4533 -0.6786 -2.2446
H 1.6995 2.0679 0.1728
H 3.1827 2.0421 0.4955
O 2.5270 1.6785 -0.1125



<iii>
This record from OMol25 describes a cluster of 5 separate species, C3H16O5 in total. The level of theory is wB97M-V/def2-TZVPD.

Values from the calculation:
SMILES = CC(C)O.O.O.O.O
net charge = 0
spin multiplicity = 1
LUMO = 0.3 eV

Element x y z (Å)
O -17.8757 12.2893 20.2293
H -17.4945 11.5177 19.7771
H -18.6854 11.9607 20.6372
O -16.8730 9.8002 18.5555
H -17.7176 9.2902 18.5737
H -16.8077 10.1492 17.6602
O -16.3160 15.3555 21.6134
H -16.7124 14.4997 21.3930
H -16.3871 15.4311 22.5706
O -19.4419 8.7931 18.9555
H -19.5920 9.5639 19.5275
H -19.4754 8.0296 19.5456
C -20.4467 11.3470 22.4893
C -21.4736 11.1257 21.3932
C -22.6241 12.1318 21.4597
O -20.8796 11.1588 20.0742
H -19.5577 10.7602 22.2427
H -20.8715 10.9263 23.4036
H -20.1829 12.3723 22.7467
H -21.8314 10.0970 21.5425
H -23.0840 12.1107 22.4500
H -23.3989 11.8505 20.7323
H -22.4358 13.1662 21.1707
H -21.6234 10.8265 19.5525



Quick one: most stable of them? <iii>



<i>
This record from OMol25 describes a cluster of 19 separate species, C2H41O19 in total. The level of theory is wB97M-V/def2-TZVPD.

Values from the calculation:
net charge = -1
spin multiplicity = 1
LUMO = 1.9 eV

Element x y z (Å)
C 23.8638 12.3153 -16.2429
C 22.8170 13.1833 -15.6740
O 21.8577 13.2226 -16.7398
H 24.5998 12.9038 -16.8063
H 23.4840 11.5470 -16.8061
H 24.4921 12.0313 -15.4017
H 23.2700 14.1774 -15.5099
H 22.2227 12.8370 -14.8340
O 25.7421 9.7856 -15.5125
H 25.9756 9.1867 -16.2264
H 25.4094 10.5878 -15.9941
O 23.1485 12.4835 -12.3477
H 23.9691 12.9022 -12.3415
H 22.8767 12.5775 -11.4186
O 20.9540 10.9158 -16.0830
H 20.0273 11.0616 -16.1583
H 21.4032 11.7102 -16.3535
O 20.0217 12.1955 -13.8597
H 20.4241 12.2525 -12.9810
H 20.6338 11.7473 -14.3829
O 23.6422 10.2130 -13.5470
H 23.2645 10.9559 -13.0966
H 24.1890 10.6035 -14.2333
O 21.8136 11.5168 -18.7622
H 21.7108 12.1271 -18.0574
H 21.1820 10.7840 -18.6051
O 25.9356 13.3517 -12.6387
H 26.0212 13.6505 -13.5744
H 25.7054 14.0553 -12.0737
O 23.8895 16.6417 -13.8526
H 22.9631 16.4613 -13.9494
H 24.2927 16.5184 -14.7218
O 19.1692 12.9003 -16.8410
H 20.1404 12.8941 -16.6542
H 18.6806 12.8272 -16.0105
O 21.7981 14.7990 -12.6510
H 22.2991 13.9711 -12.5463
H 21.0227 14.5717 -13.1440
O 22.4470 8.7867 -15.7665
H 22.9238 8.7168 -16.5560
H 22.0244 9.6184 -15.8304
O 21.5612 16.1835 -16.4890
H 21.5010 15.1905 -16.5726
H 22.4691 16.3593 -16.2738
O 26.2301 14.0449 -15.1213
H 26.4944 13.1696 -15.4316
H 25.8369 14.5589 -15.7883
O 19.6844 14.8189 -14.1878
H 19.5663 15.1453 -15.0594
H 19.6284 13.8808 -14.2133
O 23.3820 15.0286 -18.4353
H 22.9625 14.4849 -17.7560
H 23.1329 14.7551 -19.3283
O 23.4499 8.9183 -18.1517
H 24.3456 8.6934 -17.8025
H 23.3542 9.8841 -18.1507
O 27.3774 11.8074 -16.5018
H 26.6953 11.5345 -17.0963
H 27.6925 10.9783 -16.2238
O 25.5952 11.2085 -18.5440
H 26.0673 10.7720 -19.2690
H 25.1563 11.9203 -18.8916



<ii>
This record from OMol25 describes a cluster of 19 separate species, C2H41O19 in total. The level of theory is wB97M-V/def2-TZVPD.

Values from the calculation:
net charge = -1
spin multiplicity = 1
LUMO = 2.3 eV

Element x y z (Å)
C 0.1621 -0.2885 -0.5067
C 0.0387 0.3922 0.8213
O -1.2203 0.1106 1.3222
H 0.2781 -1.2811 -0.4821
H 0.9069 0.0764 -1.1982
H -0.7708 -0.0612 -1.0576
H -0.0451 1.4753 0.7199
H 0.7972 -0.0439 1.5676
O -0.6210 0.5502 3.9001
H -1.4444 0.3570 4.3023
H -0.8021 0.3037 3.0137
O -2.9529 0.8143 -3.0547
H -3.8150 0.9702 -3.4314
H -2.7783 -0.0990 -3.2280
O 0.0475 3.4016 -1.3890
H -0.1565 4.3300 -1.6516
H -0.8795 3.1161 -1.3833
O -0.0600 -0.5701 -3.6695
H 0.5789 -1.0529 -3.2227
H -0.8450 -1.0814 -3.7717
O 1.8188 -4.0135 0.2647
H 2.7149 -4.2314 -0.0851
H 1.9076 -3.1073 0.6088
O -2.0872 1.9126 -0.7797
H -2.2552 1.5960 -1.6217
H -1.4038 1.3690 -0.4015
O 2.0588 -2.1550 2.4471
H 1.1530 -2.0961 2.3457
H 2.4427 -1.3391 2.1406
O -0.5852 -3.6345 -1.2969
H -0.8162 -3.1316 -0.5107
H 0.3110 -3.6169 -1.0738
O -0.5758 3.0745 2.8381
H -0.3065 2.3301 3.3838
H -1.1100 2.6171 2.1841
O 3.3395 -0.0043 1.5874
H 3.7017 -0.7944 1.1736
H 3.9574 0.1655 2.2962
O -3.1119 1.8596 1.8792
H -2.4820 1.1147 1.6818
H -3.2455 2.2434 1.0194
O 2.2340 2.0105 3.1369
H 1.3349 2.1647 3.1270
H 2.2446 1.3382 2.4932
O -0.4083 -2.6464 1.3552
H -0.8332 -1.7641 1.4292
H -1.0393 -3.3375 1.6667
O 2.2212 3.1895 0.1838
H 1.3568 3.3913 -0.2171
H 2.9143 3.4139 -0.4212
O -2.5166 -1.8350 -3.2849
H -3.4360 -2.0156 -3.1847
H -2.2719 -1.6663 -2.3400
O 3.1921 1.0554 -1.1989
H 2.6218 1.3222 -0.4853
H 2.7880 1.3188 -2.0360
O 2.2584 -1.6504 -2.5087
H 1.8215 -1.3211 -1.7801
H 2.4575 -2.5954 -2.4414
O -3.0337 -1.0371 -0.4508
H -2.3474 -0.6928 0.0909
H -3.4030 -0.2204 -0.8154



Quick one: most stable of them? <ii>



<i>
This record from OMol25 describes a cluster of 6 separate species, C18H36O18 in total. The level of theory is wB97M-V/def2-TZVPD.

Values from the calculation:
SMILES = COC(=O)OC.COC(=O)OC.COC(=O)OC.COC(=O)OC.COC(=O)OC.COC(=O)OC
net charge = 0
spin multiplicity = 1
LUMO = 0.4 eV

Element x y z (Å)
C 1.5978 -5.3100 2.1316
O 1.6496 -5.5372 0.7341
C 2.2533 -4.7205 -0.1096
O 2.8850 -3.6883 0.1415
O 1.9138 -5.1365 -1.3300
C 2.2546 -4.3365 -2.4355
H 1.6291 -4.2587 2.4177
H 2.5034 -5.6212 2.6523
H 0.7929 -5.7438 2.7249
H 2.9807 -3.5358 -2.2949
H 1.2738 -3.9361 -2.6919
H 2.6125 -5.0098 -3.2144
C -1.6930 -1.7145 3.0190
O -1.0731 -2.1312 1.7808
C -0.5131 -1.1724 0.9858
O -0.4051 0.0022 1.2257
O -0.0193 -1.7619 -0.0699
C 0.6455 -1.0721 -1.0366
H -2.3534 -0.8715 2.8163
H -0.9644 -1.4453 3.7838
H -2.4258 -2.4419 3.3683
H -0.0845 -0.7710 -1.7880
H 1.3434 -1.8370 -1.3771
H 1.2268 -0.2189 -0.6871
C 7.5861 0.9778 -4.7131
O 6.2909 1.5087 -4.5978
C 5.2990 0.7943 -4.1819
O 5.4236 -0.4124 -3.8463
O 4.0728 1.5291 -4.1726
C 2.9488 0.8124 -3.6955
H 7.6049 0.0323 -5.2552
H 7.9863 0.6719 -3.7464
H 8.1892 1.7391 -5.2078
H 2.9035 -0.1279 -4.2449
H 2.0505 1.3828 -3.9315
H 2.8244 0.6880 -2.6198
C -0.1918 7.1571 1.3364
O 0.2637 5.8753 1.0933
C -0.3065 5.1104 0.1274
O -1.0547 5.5682 -0.7143
O 0.1718 3.9312 0.1757
C -0.1256 2.8767 -0.7818
H -1.2778 7.2418 1.2987
H 0.0956 7.9239 0.6171
H 0.1822 7.4206 2.3258
H -1.1679 2.7970 -1.0906
H 0.2754 1.9693 -0.3302
H 0.4896 2.8899 -1.6815
C -4.8463 -1.9821 0.3653
O -4.1727 -2.5286 -0.7540
C -3.8974 -1.7823 -1.8428
O -4.3369 -0.6046 -2.0991
O -3.1059 -2.5959 -2.5641
C -2.5043 -2.1538 -3.8232
H -4.3669 -1.0588 0.6903
H -4.8709 -2.6660 1.2137
H -5.8497 -1.6804 0.0649
H -3.2795 -1.8323 -4.5188
H -1.9289 -2.9933 -4.2134
H -1.7672 -1.3775 -3.6182
C -4.5104 1.6357 6.4075
O -3.9534 2.4633 5.3927
C -2.7960 2.0492 4.8710
O -2.1603 1.0804 5.3003
O -2.4048 2.8863 3.8905
C -1.2299 2.7431 3.2065
H -3.9337 1.4678 7.3170
H -4.8887 0.6771 6.0523
H -5.2836 2.1803 6.9493
H -1.3612 2.0951 2.3400
H -0.3740 2.2755 3.6933
H -0.7415 3.6139 2.7690



<ii>
This record from OMol25 describes a cluster of 6 separate species, C18H36O18 in total. The level of theory is wB97M-V/def2-TZVPD.

Values from the calculation:
SMILES = COC(=O)OC.COC(=O)OC.COC(=O)OC.COC(=O)OC.COC(=O)OC.COC(=O)OC
net charge = 0
spin multiplicity = 1
LUMO = 0.7 eV

Element x y z (Å)
C 7.6985 -16.7601 -6.6700
O 6.6160 -17.7521 -6.4259
C 6.5907 -18.6789 -7.4406
O 7.3306 -18.7120 -8.3877
O 5.6555 -19.5700 -7.0809
C 5.4542 -20.6021 -8.0637
H 7.3340 -15.7860 -6.2671
H 7.8383 -16.5973 -7.7233
H 8.6418 -17.1293 -6.1674
H 4.6489 -20.2826 -8.7076
H 5.1781 -21.5539 -7.5836
H 6.3898 -20.6507 -8.5837
C 7.1291 -21.9072 -15.1454
O 6.1402 -22.5147 -14.2071
C 6.4708 -23.7583 -13.9711
O 7.2538 -24.4176 -14.6006
O 5.7806 -24.2120 -12.9050
C 6.0749 -25.5868 -12.6069
H 8.1127 -22.2448 -14.9792
H 6.9909 -20.8284 -14.8808
H 6.8969 -21.9714 -16.2181
H 7.1322 -25.7294 -12.2898
H 5.8038 -26.2091 -13.4529
H 5.3307 -25.7868 -11.8203
C 3.6108 -13.7880 -14.6018
O 2.9148 -14.8055 -15.3184
C 2.1910 -15.7023 -14.6431
O 2.0591 -15.6373 -13.4232
O 1.7879 -16.5947 -15.4825
C 1.1667 -17.7879 -14.9815
H 4.4126 -14.2211 -13.9887
H 2.9242 -13.3116 -13.8429
H 3.8457 -13.0223 -15.3321
H 0.1964 -17.5402 -14.6490
H 1.6816 -18.0897 -14.0115
H 1.2466 -18.5501 -15.7675
C 6.4320 -17.8814 -11.8225
O 5.6841 -17.4220 -12.9471
C 5.2490 -18.3970 -13.7928
O 5.1544 -19.5555 -13.5904
O 4.9624 -17.8050 -14.9692
C 4.4061 -18.6859 -15.9118
H 7.2993 -18.3580 -12.1147
H 6.0370 -18.6933 -11.2662
H 6.7192 -16.9767 -11.1895
H 3.8497 -18.0087 -16.5582
H 3.8330 -19.4446 -15.4311
H 5.1731 -19.1574 -16.4879
C 8.0548 -21.2565 -11.5177
O 8.4981 -22.6463 -11.7603
C 9.5218 -22.7983 -12.5924
O 9.9367 -21.8787 -13.2726
O 10.1771 -23.9650 -12.4009
C 11.0842 -24.3412 -13.4812
H 7.9148 -20.7650 -12.5058
H 8.8332 -20.6994 -10.9290
H 7.1326 -21.3007 -10.9506
H 11.6244 -25.1573 -13.0188
H 11.6494 -23.4836 -13.5984
H 10.5577 -24.5613 -14.4661
C 2.6904 -21.8971 -12.8283
O 2.3753 -20.4687 -12.8586
C 2.5631 -19.7842 -11.7348
O 2.8640 -20.3055 -10.6713
O 2.4967 -18.4974 -12.0203
C 1.9342 -17.5891 -11.0088
H 3.6029 -22.0782 -12.2741
H 2.6885 -22.2600 -13.8653
H 1.9282 -22.4305 -12.2606
H 1.0885 -17.1659 -11.4762
H 2.7008 -16.8267 -10.8971
H 1.5841 -18.0738 -10.1063



Quick one: most stable of them? <ii>